1.
110
Properties=species:S:1:pos:R:3:lowdin_charge:R:1 method="wB97M-V/def2-TZVPD" gap_ev=4.58 homo_ev=-1.70 multiplicity=1 e_tot_ev=-82260.508 total_charge=-2
P 5.496 -2.426 2.314 0.932
O -2.026 3.566 5.579 0.078
O 5.216 0.997 3.546 -0.194
O 2.767 2.799 2.219 0.081
O 5.768 -2.893 -1.094 -0.077
O 10.282 -5.060 -2.365 -0.004
O 3.312 -0.756 -3.155 -0.039
O 4.031 -4.049 -0.397 -0.023
O 11.595 -6.783 -2.754 0.059
O 2.039 -2.392 -2.411 -0.049
O -5.512 -0.282 -3.056 0.105
O -5.782 -0.243 -5.243 0.003
O 4.697 -3.912 2.382 -0.316
O 1.591 1.189 -2.274 0.136
N -3.833 4.954 5.200 0.095
N -1.091 1.759 -2.120 -0.023
C 3.112 -0.948 -0.764 0.032
C 8.369 -4.547 -0.924 -0.063
C 10.477 -6.361 -2.564 -0.552
C 1.571 1.101 -1.079 -0.233
C 8.973 -4.442 -2.303 -0.211
C 4.312 -1.306 1.436 -0.220
C 2.539 0.242 -0.254 -0.004
C 0.164 3.416 3.219 -0.071
C 2.850 0.658 1.089 -0.042
C 2.222 1.950 1.539 -0.254
C 2.794 -1.409 -2.234 -0.699
C 5.717 -1.994 4.109 -0.314
C -0.798 2.149 -0.777 -0.143
C -1.244 -0.254 -3.552 -0.069
C 3.699 -0.112 1.915 -0.119
C 3.993 -1.696 0.083 -0.027
C 0.665 4.028 4.135 0.132
C -1.451 3.292 1.338 -0.130
C -5.357 0.635 1.514 -0.219
C -7.199 -1.083 1.610 -0.273
C -6.330 0.327 -6.432 -0.241
C -4.353 2.250 -0.194 -0.166
C -3.001 3.251 3.429 -0.105
C -6.331 1.757 -3.909 0.008
C 0.785 2.277 1.064 -0.009
C -2.883 3.926 4.818 -0.491
C -3.171 3.259 -0.525 -0.127
C -0.151 2.973 1.840 -0.115
C 0.479 1.849 -0.258 0.020
C 3.950 0.366 3.347 -0.206
C 9.302 -7.303 -2.464 0.002
C -1.761 0.444 -2.234 -0.214
C -2.406 4.102 2.237 -0.120
C -7.459 -2.599 1.851 -0.130
C 5.142 2.058 4.488 -0.119
C -5.382 1.336 -7.047 -0.065
C -5.869 0.325 -4.026 -0.530
C -1.774 2.872 0.018 -0.087
C 4.647 -2.983 -0.520 -0.724
C -5.744 -0.807 1.077 -0.213
C -4.011 1.140 0.839 -0.171
H -8.536 -2.755 2.072 0.061
H -3.547 0.273 0.327 0.113
H -3.376 1.479 1.670 0.072
H -5.199 2.177 -6.378 0.067
H -4.561 4.468 5.724 0.085
H -7.290 -0.562 2.589 0.097
H 6.454 -2.723 4.512 0.027
H -7.002 2.077 -4.704 0.066
H -4.623 1.738 -1.143 0.085
H 3.820 -3.753 2.766 0.049
H 4.789 -2.121 4.702 0.025
H 9.449 -8.111 -3.180 0.082
H -3.475 4.264 -0.171 0.088
H -6.887 1.859 -2.978 0.089
H -1.571 2.492 -2.628 0.106
H -1.527 -0.140 -1.329 0.122
H 6.072 2.010 5.104 0.080
H 8.212 -5.587 -0.629 0.067
H -5.242 2.838 0.113 0.097
H -6.471 -0.503 -7.124 0.121
H -0.468 0.371 -4.027 0.072
H 9.262 -7.716 -1.457 0.092
H 5.180 3.036 3.963 0.087
H -5.702 -0.863 -0.032 0.111
H -4.083 3.105 3.201 0.106
H -2.522 2.256 3.410 0.119
H 9.127 -3.393 -2.548 0.124
H -1.787 4.923 2.667 0.118
H -3.094 3.362 -1.630 0.093
H -3.189 4.622 1.652 0.095
H 8.319 -4.848 -3.076 0.116
H -7.902 -0.621 0.892 0.102
H -2.858 0.583 -2.374 0.084
H 0.961 4.680 4.945 0.045
H -6.869 -2.986 2.702 0.070
H 4.294 1.970 5.190 0.088
H -0.827 -1.260 -3.359 0.074
H -4.238 5.372 4.362 0.071
H 8.346 -6.844 -2.705 0.072
H -4.415 0.873 -7.248 0.088
H -7.322 0.744 -6.244 0.110
H -5.180 0.602 2.615 0.103
H -5.033 -1.540 1.508 0.118
H -7.193 -3.143 0.922 0.073
H -5.788 1.722 -7.984 0.078
H 6.184 -0.999 4.253 0.030
H 9.037 -4.103 -0.181 0.081
H -2.079 -0.350 -4.283 0.048
H 3.173 1.122 3.594 0.100
H -5.457 2.407 -3.880 0.095
H 7.405 -4.025 -0.893 0.051
H 3.754 -0.468 4.059 0.105
H -6.161 1.382 1.363 0.098



2.
25
Properties=species:S:1:pos:R:3:lowdin_charge:R:1 method="wB97M-V/def2-TZVPD" gap_ev="8.02 / 8.09" homo_ev="-8.92 / -8.29" multiplicity=1 e_tot_ev=-21911.928
P 1.830 -0.893 0.350 0.798
O 2.648 -1.722 1.281 -0.400
C 1.876 -1.904 -1.226 -0.208
C -4.260 0.002 -0.111 -0.087
C -3.368 0.987 -0.468 -0.111
C -1.998 0.826 -0.273 -0.140
C 3.560 1.502 0.577 -0.156
C -3.727 -1.198 0.406 -0.100
C -2.366 -1.405 0.560 -0.099
C 2.172 1.891 0.779 -0.247
C 2.403 0.790 -0.187 -0.393
C -1.613 -0.261 0.379 -0.002
H 1.554 1.634 1.685 0.119
H 2.477 0.906 -1.240 0.085
H -4.424 -2.008 0.656 0.107
H -2.246 -2.365 0.998 0.091
H 1.083 -1.660 -1.905 0.023
H 4.250 2.190 -0.088 0.146
H 2.796 -1.943 -1.727 0.019
H -1.328 1.705 -0.203 0.113
H 1.960 2.917 0.476 0.099
H -3.692 1.773 -1.138 0.103
H -5.310 0.170 -0.358 0.106
H 4.011 0.881 1.355 0.092
H 1.713 -2.815 -0.583 0.043



3.
98
Properties=species:S:1:pos:R:3:lowdin_charge:R:1 method="wB97M-V/def2-TZVPD" gap_ev=8.05 homo_ev=-7.79 multiplicity=1 e_tot_ev=-97811.884
Cl 1.426 -4.331 0.640 0.553
Cl 2.631 -5.952 2.717 0.518
Cl 3.911 -3.511 1.919 0.521
Cl 3.932 -5.874 0.174 0.592
O 3.067 2.134 0.057 -0.071
O 1.133 1.782 -1.845 -0.111
O 0.257 -0.783 -1.369 -0.100
O -1.384 -2.611 3.256 -0.075
O -3.647 2.152 6.173 -0.082
O 5.456 -0.982 -4.179 -0.060
O -3.548 2.883 -2.285 -0.105
N 2.781 -2.827 -2.001 0.016
N -3.286 4.061 0.506 0.028
N -3.560 -5.100 -1.254 -0.014
C 2.975 -4.923 1.322 -1.964
C -2.363 3.781 1.462 -0.125
C 2.648 2.193 1.397 -0.300
C -0.034 -2.600 3.627 -0.331
C 4.491 -4.182 -2.534 -0.163
C -3.152 1.836 -3.119 -0.281
C 1.238 2.866 -2.722 -0.324
C -3.417 5.616 2.108 -0.136
C 3.823 -2.460 -1.249 -0.206
C -2.059 -3.461 -1.389 -0.100
C -3.972 5.142 0.923 -0.147
C -2.370 -4.740 -1.789 -0.152
C 0.169 -0.974 -0.006 -0.327
C 4.878 -3.325 -1.541 -0.186
C -2.649 1.321 4.224 -0.069
C -4.085 -4.093 -0.493 -0.126
C -3.199 -2.995 -0.632 -0.089
C 4.303 -0.345 -4.646 -0.322
C -2.915 2.577 5.075 -0.337
C 0.345 4.023 -2.325 -0.061
C -3.775 0.451 -2.608 -0.049
C -0.832 0.104 0.570 -0.028
C -2.405 4.778 2.482 -0.123
C 3.557 0.469 -3.567 -0.076
C 3.206 -3.815 -2.884 -0.118
C 0.170 -1.385 4.551 -0.078
C 2.875 0.940 2.244 -0.062
H 1.189 -0.997 0.379 0.080
H -1.810 -0.107 0.138 0.061
H 5.092 -1.569 -3.513 0.043
H 2.506 -4.175 -3.623 0.107
H 2.951 -0.143 -2.899 0.047
H -4.545 1.937 5.908 0.086
H -0.492 1.119 0.366 0.050
H 3.402 2.984 -0.239 0.105
H -3.395 2.078 -4.154 0.112
H 2.295 3.132 -2.747 0.108
H 3.912 0.629 2.378 0.076
H -0.811 0.060 1.659 0.051
H 2.546 0.056 1.698 0.045
H 0.199 -3.494 4.205 0.107
H 0.560 0.118 -1.504 0.029
H -4.089 -5.929 -1.486 0.149
H -1.947 0.736 4.817 0.058
H 4.476 0.350 -5.468 0.106
H 1.031 2.541 -3.741 0.111
H -0.465 -1.355 5.437 0.078
H 5.001 -5.027 -2.971 0.102
H -3.515 0.419 -1.550 0.051
H 4.244 0.956 -2.874 0.082
H 0.503 4.398 -1.314 0.077
H -4.850 0.421 -2.780 0.064
H 1.885 1.785 -1.248 0.037
H 1.209 -1.128 4.759 0.069
H -4.761 5.556 0.312 0.102
H -2.014 1.536 3.365 0.039
H -0.704 3.781 -2.496 0.058
H -4.133 3.493 -2.740 0.095
H -3.330 3.667 -0.424 0.107
H -0.102 -0.502 3.974 0.039
H -5.113 -4.069 -0.164 0.101
H -1.978 2.998 5.439 0.114
H 0.565 4.850 -3.000 0.075
H 1.676 2.654 1.571 0.111
H -3.518 3.321 4.553 0.096
H -1.749 2.905 1.313 0.081
H -3.448 -2.020 -0.239 0.076
H 0.631 -2.499 2.770 0.066
H 2.907 1.190 -4.063 0.057
H 5.814 -3.209 -1.016 0.102
H -1.791 4.822 3.369 0.091
H -1.214 -2.860 -1.689 0.074
H -2.070 1.791 -2.992 0.093
H 1.906 -2.330 -2.087 0.119
H 2.390 1.082 3.210 0.080
H -3.677 6.449 2.745 0.094
H -3.398 -0.411 -3.158 0.067
H -1.788 -5.399 -2.416 0.108
H -0.195 -1.975 0.223 0.061
H -1.634 -3.404 2.777 0.083
H 3.625 -1.094 -5.056 0.104
H -3.556 0.842 3.855 0.085
H 3.692 -1.747 -0.449 0.095
H 3.265 2.949 1.882 0.109